{
  "formula": "C3H13BNO3P",
  "method": "wB97M-V/def2-TZVPD",
  "species": ["N", "B", "O", "P", "O", "H", "H", "H", "H", "H", "H", "C", "C", "C", "O", "H", "H", "H", "H", "H", "H", "H"],
  "xyz": [[4.2820, -0.0508, 1.6872], [3.3300, 0.9514, 1.3307], [3.6541, 2.1766, 0.8672], [1.3865, 0.6640, 1.4516], [1.0397, -0.8078, 1.0566], [4.0035, -1.0071, 1.5013], [4.6892, 0.0150, 2.6109], [4.5560, 2.1720, 0.5192], [0.9252, 0.9186, 2.7487], [0.7159, 1.5476, 0.5999], [0.3305, -0.8806, 0.3315], [-2.6347, 0.6262, -0.7919], [-2.0598, -0.4989, -1.6752], [-3.0632, -1.6639, -1.6545], [-0.8401, -0.9072, -1.2283], [-2.7382, 0.2671, 0.2372], [-1.9619, 1.4897, -0.8024], [-3.6184, 0.9684, -1.1332], [-2.0626, -0.1020, -2.7137], [-3.1695, -2.0443, -0.6351], [-2.7102, -2.4740, -2.2949], [-4.0540, -1.3600, -2.0127]],
  "gap_ev": 5.3
}